[1]
{
  "formula": "C60H140",
  "method": "the ωB97M-V functional and the def2-TZVPD basis",
  "elements": ["C", "C", "C", "C", "C", "C", "H", "H", "H", "H", "H", "H", "H", "H", "H", "H", "H", "H", "H", "H", "C", "C", "C", "C", "C", "C", "H", "H", "H", "H", "H", "H", "H", "H", "H", "H", "H", "H", "H", "H", "C", "C", "C", "C", "C", "C", "H", "H", "H", "H", "H", "H", "H", "H", "H", "H", "H", "H", "H", "H", "C", "C", "C", "C", "C", "C", "H", "H", "H", "H", "H", "H", "H", "H", "H", "H", "H", "H", "H", "H", "C", "C", "C", "C", "C", "C", "H", "H", "H", "H", "H", "H", "H", "H", "H", "H", "H", "H", "H", "H", "C", "C", "C", "C", "C", "C", "H", "H", "H", "H", "H", "H", "H", "H", "H", "H", "H", "H", "H", "H", "C", "C", "C", "C", "C", "C", "H", "H", "H", "H", "H", "H", "H", "H", "H", "H", "H", "H", "H", "H", "C", "C", "C", "C", "C", "C", "H", "H", "H", "H", "H", "H", "H", "H", "H", "H", "H", "H", "H", "H", "C", "C", "C", "C", "C", "C", "H", "H", "H", "H", "H", "H", "H", "H", "H", "H", "H", "H", "H", "H", "C", "C", "C", "C", "C", "C", "H", "H", "H", "H", "H", "H", "H", "H", "H", "H", "H", "H", "H", "H"],
  "xyz": [[0.415, 6.621, -0.361], [0.346, 6.260, -1.878], [1.020, 4.983, -2.296], [2.486, 5.232, -2.108], [3.312, 4.011, -2.555], [4.810, 4.380, -2.733], [0.200, 5.727, 0.228], [-0.323, 7.320, -0.051], [1.374, 6.969, -0.084], [-0.663, 6.314, -2.131], [0.820, 7.065, -2.455], [0.739, 4.831, -3.365], [0.689, 4.170, -1.702], [2.843, 6.173, -2.600], [2.701, 5.352, -1.020], [3.221, 3.157, -1.827], [2.944, 3.628, -3.484], [5.439, 3.561, -2.859], [5.033, 5.115, -3.522], [5.106, 4.940, -1.822], [-1.377, -5.285, 4.241], [-1.996, -4.021, 3.501], [-2.708, -3.032, 4.500], [-1.655, -2.319, 5.358], [-0.421, -1.684, 4.749], [0.540, -1.069, 5.780], [-0.790, -5.892, 3.540], [-2.196, -5.815, 4.660], [-0.652, -5.011, 5.000], [-1.197, -3.564, 2.901], [-2.790, -4.312, 2.872], [-3.396, -3.531, 5.163], [-3.352, -2.396, 3.964], [-2.219, -1.641, 5.956], [-1.368, -3.116, 6.116], [0.183, -2.339, 4.112], [-0.724, -0.901, 4.017], [1.020, -1.764, 6.540], [1.445, -0.536, 5.314], [-0.026, -0.313, 6.334], [-6.599, 0.938, -3.694], [-6.711, 0.510, -2.220], [-5.938, -0.751, -1.958], [-6.448, -1.531, -0.752], [-5.706, -2.846, -0.474], [-5.836, -3.257, 0.948], [-7.235, 0.301, -4.251], [-5.528, 0.832, -4.060], [-6.852, 1.992, -3.863], [-6.183, 1.170, -1.533], [-7.774, 0.426, -1.898], [-4.831, -0.572, -1.912], [-6.041, -1.362, -2.912], [-6.375, -0.800, 0.055], [-7.511, -1.719, -0.910], [-5.884, -3.631, -1.174], [-4.651, -2.556, -0.598], [-5.295, -4.231, 1.052], [-5.483, -2.505, 1.620], [-6.937, -3.373, 1.262], [8.722, 0.833, -4.425], [7.716, 1.252, -3.345], [8.250, 2.019, -2.239], [7.284, 1.985, -1.005], [7.693, 2.928, 0.159], [6.854, 2.957, 1.420], [9.568, 1.544, -4.404], [8.293, 0.862, -5.392], [9.005, -0.204, -4.295], [6.892, 1.778, -3.827], [7.157, 0.403, -2.953], [8.487, 2.996, -2.516], [9.153, 1.553, -1.894], [6.246, 2.345, -1.347], [7.258, 1.025, -0.603], [8.657, 2.517, 0.460], [7.743, 3.976, -0.202], [7.018, 3.799, 2.150], [5.837, 3.158, 1.166], [6.873, 2.028, 1.999], [6.264, -2.656, 5.997], [6.341, -3.938, 5.172], [5.028, -4.315, 4.596], [4.396, -3.200, 3.796], [3.317, -3.648, 2.832], [2.625, -2.436, 2.114], [7.212, -2.355, 6.553], [5.517, -2.757, 6.720], [5.926, -1.776, 5.504], [7.116, -3.776, 4.359], [6.795, -4.804, 5.750], [4.362, -4.653, 5.416], [5.184, -5.237, 4.053], [3.886, -2.529, 4.499], [5.147, -2.573, 3.320], [3.701, -4.357, 2.067], [2.562, -4.234, 3.360], [2.259, -1.736, 2.884], [3.246, -1.804, 1.424], [1.712, -2.776, 1.606], [-0.796, -1.333, -4.464], [-0.844, -2.818, -4.121], [-2.001, -3.460, -4.852], [-3.393, -2.971, -4.664], [-4.434, -3.543, -5.564], [-4.781, -4.995, -5.390], [-1.595, -0.831, -3.937], [-0.950, -1.248, -5.533], [0.097, -0.796, -4.260], [0.119, -3.334, -4.359], [-1.024, -2.843, -3.066], [-1.962, -4.570, -4.718], [-1.784, -3.295, -5.962], [-3.791, -2.938, -3.630], [-3.355, -1.946, -4.965], [-5.350, -3.039, -5.266], [-4.287, -3.332, -6.631], [-5.600, -5.257, -6.080], [-3.958, -5.675, -5.534], [-5.127, -5.215, -4.372], [-6.323, 5.730, -2.110], [-4.972, 5.336, -1.534], [-4.950, 4.102, -0.608], [-3.506, 3.763, -0.058], [-2.339, 3.471, -1.072], [-2.643, 2.470, -2.217], [-6.337, 6.627, -2.787], [-6.996, 5.885, -1.260], [-6.687, 4.883, -2.659], [-4.324, 5.278, -2.441], [-4.563, 6.139, -0.906], [-5.363, 3.288, -1.168], [-5.604, 4.339, 0.250], [-3.120, 4.642, 0.494], [-3.582, 2.879, 0.598], [-1.871, 4.341, -1.554], [-1.530, 3.003, -0.488], [-3.680, 2.060, -2.035], [-2.685, 2.864, -3.248], [-1.942, 1.616, -2.268], [1.906, -5.247, -0.752], [2.911, -4.431, -1.584], [2.435, -3.048, -1.875], [3.544, -2.066, -2.318], [2.925, -0.779, -2.780], [3.880, 0.369, -3.026], [1.748, -4.766, 0.219], [2.315, -6.175, -0.625], [0.969, -5.356, -1.334], [3.851, -4.383, -1.055], [3.110, -4.981, -2.562], [1.956, -2.583, -0.998], [1.652, -2.981, -2.631], [4.214, -1.760, -1.530], [4.218, -2.495, -3.084], [2.262, -1.089, -3.656], [2.203, -0.473, -2.033], [3.269, 1.267, -2.823], [4.719, 0.369, -2.291], [4.296, 0.323, -4.053], [1.359, 2.143, 0.560], [0.563, 0.918, 0.083], [-0.407, 0.306, 1.168], [-0.738, -1.180, 1.054], [-1.262, -1.675, -0.290], [-1.354, -3.179, -0.145], [0.731, 3.046, 0.509], [2.279, 2.294, -0.001], [1.602, 1.962, 1.648], [-0.075, 1.192, -0.778], [1.220, 0.101, -0.186], [-1.266, 0.928, 1.115], [-0.019, 0.430, 2.169], [0.240, -1.616, 1.229], [-1.363, -1.488, 1.917], [-2.202, -1.258, -0.618], [-0.666, -1.325, -1.175], [-2.181, -3.458, 0.486], [-1.450, -3.686, -1.134], [-0.487, -3.543, 0.387], [-4.634, 0.519, 2.204], [-4.376, 0.895, 3.680], [-3.370, 2.112, 3.771], [-2.902, 2.494, 5.114], [-1.698, 3.487, 5.001], [-0.566, 3.040, 4.108], [-4.987, 1.402, 1.696], [-5.336, -0.282, 2.023], [-3.699, 0.255, 1.738], [-5.321, 1.032, 4.176], [-3.819, 0.025, 4.116], [-3.807, 3.021, 3.305], [-2.512, 1.770, 3.202], [-3.631, 3.127, 5.650], [-2.471, 1.738, 5.704], [-2.012, 4.473, 4.729], [-1.293, 3.715, 5.986], [0.261, 3.697, 4.150], [-0.300, 1.977, 4.145], [-0.917, 3.100, 3.075]],
  "lowdin_charge": [-0.080, -0.266, -0.239, -0.236, -0.254, -0.096, 0.065, 0.055, 0.048, 0.065, 0.107, 0.134, 0.080, 0.132, 0.122, 0.087, 0.089, 0.007, 0.080, 0.081, -0.079, -0.218, -0.194, -0.227, -0.273, -0.119, 0.067, 0.053, 0.055, 0.072, 0.067, 0.105, 0.065, 0.091, 0.125, 0.085, 0.094, 0.086, 0.083, 0.057, -0.102, -0.283, -0.266, -0.218, -0.275, -0.129, 0.051, 0.091, 0.062, 0.080, 0.122, 0.117, 0.118, 0.098, 0.115, 0.100, 0.095, 0.083, 0.035, 0.104, -0.084, -0.307, -0.239, -0.194, -0.272, -0.130, 0.083, 0.048, 0.068, 0.099, 0.100, 0.099, 0.113, 0.108, 0.087, 0.100, 0.113, 0.086, 0.044, 0.071, -0.123, -0.290, -0.261, -0.243, -0.247, -0.103, 0.096, 0.046, 0.050, 0.121, 0.122, 0.126, 0.106, 0.110, 0.120, 0.107, 0.104, 0.058, 0.089, 0.029, -0.100, -0.259, -0.240, -0.260, -0.288, -0.119, 0.064, 0.075, 0.038, 0.117, 0.061, 0.118, 0.138, 0.124, 0.094, 0.098, 0.118, 0.078, 0.057, 0.075, -0.122, -0.287, -0.199, -0.174, -0.237, -0.094, 0.089, 0.070, 0.051, 0.113, 0.104, 0.065, 0.116, 0.107, 0.079, 0.082, 0.071, 0.064, 0.070, 0.051, -0.095, -0.262, -0.230, -0.228, -0.296, -0.092, 0.056, 0.030, 0.085, 0.098, 0.132, 0.102, 0.091, 0.098, 0.125, 0.119, 0.077, 0.051, 0.070, 0.087, -0.087, -0.229, -0.199, -0.218, -0.243, -0.103, 0.053, 0.047, 0.086, 0.090, 0.077, 0.074, 0.080, 0.069, 0.104, 0.090, 0.107, 0.055, 0.074, 0.049, -0.104, -0.205, -0.230, -0.215, -0.259, -0.116, 0.054, 0.042, 0.056, 0.096, 0.099, 0.130, 0.079, 0.121, 0.091, 0.093, 0.099, 0.060, 0.069, 0.056],
  "de_lowest_kj_mol": 431.0,
  "lumo_energy_ev": 0.59,
  "e_tot_ha": -2369.9121,
  "homo_lumo_gap_ev": 11.20,
  "smiles": "CCCCCC.CCCCCC.CCCCCC.CCCCCC.CCCCCC.CCCCCC.CCCCCC.CCCCCC.CCCCCC.CCCCCC",
  "fmax_ha_per_bohr": 0.0726
}

[2]
{
  "formula": "C6H10O",
  "method": "the ωB97M-V functional and the def2-TZVPD basis",
  "elements": ["C", "C", "C", "C", "C", "C", "H", "H", "H", "H", "H", "H", "H", "H", "H", "H", "O"],
  "xyz": [[1.089, 1.251, 0.270], [1.412, -0.123, 0.858], [0.378, -0.663, -0.067], [-0.742, -1.433, 0.046], [-1.281, 0.463, -1.099], [-0.302, 0.716, 0.009], [1.746, 1.275, -0.660], [1.176, 2.244, 0.903], [1.063, -0.106, 1.935], [2.382, -0.460, 1.040], [0.627, -0.733, -1.137], [-0.943, -1.266, 1.307], [-1.051, -2.601, -0.182], [-0.792, 0.495, -2.056], [-2.135, 1.103, -1.178], [-0.938, 0.722, 0.899], [-1.690, -0.884, -0.886]],
  "lowdin_charge": [-0.125, -0.131, -0.362, -0.244, -0.177, -0.243, 0.132, 0.142, 0.136, 0.085, 0.168, 0.174, 0.178, 0.115, 0.114, 0.149, -0.112],
  "de_lowest_kj_mol": 382.4,
  "lumo_energy_ev": 1.13,
  "e_tot_ha": -309.6967,
  "homo_lumo_gap_ev": 10.37,
  "smiles": "C1C[C@H]2COC[C@H]12",
  "fmax_ha_per_bohr": 0.1910
}

[3]
{
  "formula": "C24H35FN5O4",
  "method": "the ωB97M-V functional and the def2-TZVPD basis",
  "elements": ["C", "C", "C", "C", "C", "C", "C", "O", "C", "N", "C", "O", "N", "C", "O", "F", "C", "C", "C", "C", "N", "O", "H", "H", "H", "H", "H", "H", "H", "H", "H", "H", "H", "H", "H", "H", "H", "H", "H", "H", "H", "H", "H", "H", "H", "H", "H", "N", "C", "C", "C", "C", "C", "H", "H", "H", "H", "H", "N", "C", "C", "C", "C", "C", "H", "H", "H", "H", "H"],
  "xyz": [[2.074, 0.299, 3.367], [1.687, -0.228, 1.863], [2.878, 0.326, 0.926], [0.344, 0.563, 1.481], [-0.676, -0.191, 0.488], [-2.177, 0.271, 0.952], [-2.612, -0.323, 2.388], [-2.672, 0.677, 3.452], [-4.111, -0.933, 2.268], [-4.134, -2.429, 2.131], [-0.472, 0.509, -0.971], [-0.142, -0.154, -2.011], [-0.603, 1.982, -1.184], [-1.100, 2.301, -2.528], [-0.401, 2.449, -3.551], [-2.529, 2.518, -2.666], [-0.546, -1.791, 0.440], [0.890, -2.388, 0.859], [0.572, -3.905, 1.397], [1.743, -2.593, -0.489], [1.584, -1.703, 1.978], [2.803, -2.201, 2.110], [2.936, -0.293, 3.829], [2.418, 1.408, 3.342], [1.151, 0.163, 4.050], [2.826, 1.471, 0.743], [2.945, -0.151, -0.109], [3.873, 0.148, 1.515], [0.685, 1.566, 1.006], [-0.156, 0.878, 2.481], [-2.978, -0.015, 0.171], [-2.257, 1.427, 1.056], [-1.914, -1.157, 2.780], [-2.180, 1.490, 3.199], [-4.688, -0.405, 1.427], [-4.628, -0.690, 3.277], [-4.977, -2.740, 2.662], [-4.390, -2.608, 1.146], [-1.275, 2.408, -0.527], [-1.324, -2.344, 1.102], [-0.754, -2.191, -0.630], [-0.187, -4.433, 0.724], [1.556, -4.466, 1.541], [0.127, -3.753, 2.460], [1.166, -3.374, -1.126], [1.788, -1.648, -1.160], [2.788, -3.056, -0.320], [-7.180, 0.398, -3.978], [-6.152, 1.168, -3.583], [-5.196, 1.680, -4.446], [-5.301, 1.378, -5.796], [-6.352, 0.582, -6.231], [-7.259, 0.122, -5.290], [-6.111, 1.373, -2.518], [-4.390, 2.298, -4.072], [-4.571, 1.758, -6.502], [-6.464, 0.326, -7.278], [-8.099, -0.500, -5.581], [6.120, 0.936, 1.157], [6.779, 0.619, 0.030], [7.941, 1.247, -0.387], [8.456, 2.266, 0.401], [7.795, 2.617, 1.569], [6.641, 1.926, 1.902], [6.336, -0.182, -0.554], [8.432, 0.947, -1.305], [9.363, 2.782, 0.107], [8.169, 3.408, 2.208], [6.091, 2.161, 2.808]],
  "lowdin_charge": [-0.051, -0.425, -0.054, -0.061, -0.252, -0.083, -0.322, -0.092, -0.222, -0.028, -0.254, 0.042, 0.146, -0.332, 0.130, 0.007, -0.054, -0.438, -0.051, -0.057, -0.117, -0.016, 0.086, 0.099, 0.089, 0.098, 0.074, 0.074, 0.126, 0.112, 0.131, 0.125, 0.148, 0.082, 0.116, 0.129, 0.073, 0.065, 0.117, 0.115, 0.139, 0.092, 0.087, 0.098, 0.099, 0.076, 0.098, 0.048, -0.156, -0.074, -0.077, -0.079, -0.158, 0.099, 0.081, 0.107, 0.100, 0.100, 0.051, -0.142, -0.074, -0.082, -0.077, -0.146, 0.106, 0.102, 0.105, 0.101, 0.103],
  "multiplicity": 2,
  "lumo_energy_ev": [0.23, -0.27],
  "e_tot_ha": -1609.8931,
  "homo_lumo_gap_ev": [9.26, 9.43],
  "fmax_ha_per_bohr": 0.1212
}

[4]
{
  "formula": "C2H5ClNO2S",
  "method": "the ωB97M-V functional and the def2-TZVPD basis",
  "elements": ["C", "C", "N", "O", "O", "S", "Cl", "H", "H", "H", "H", "H"],
  "xyz": [[1.203, 0.688, 0.287], [0.141, -0.297, 0.871], [-0.921, -0.728, -0.009], [-1.203, 1.599, -1.194], [-2.703, -0.343, -1.800], [-1.712, 0.244, -0.869], [0.992, -2.610, -0.761], [0.520, 1.614, -0.061], [1.980, 0.929, 0.989], [1.568, 0.034, -0.536], [0.536, -1.207, 1.260], [-0.400, 0.077, 1.822]],
  "lowdin_charge": [-0.125, -0.478, -0.310, -0.441, -0.430, 0.595, -0.089, 0.085, 0.040, 0.026, 0.010, 0.115],
  "multiplicity": 3,
  "de_lowest_kj_mol": 53.0,
  "total_charge": -1,
  "lumo_energy_ev": [3.98, 0.49],
  "e_tot_ha": -1142.7261,
  "homo_lumo_gap_ev": [6.71, 5.77],
  "fmax_ha_per_bohr": 0.1251
}